{"formula": "C13H27BrNO3S", "method": "the ωB97M-V functional and the def2-TZVPD basis", "symbols": ["Br", "C", "C", "C", "S", "O", "O", "C", "H", "H", "H", "H", "H", "H", "H", "H", "C", "C", "C", "C", "C", "C", "N", "O", "C", "C", "C", "H", "H", "H", "H", "H", "H", "H", "H", "H", "H", "H", "H", "H", "H", "H", "H", "H", "H", "H"], "positions_angstrom": [[20.10049, 5.92264, -17.73362], [23.13506, 8.95863, -17.72777], [22.29375, 9.80602, -18.71359], [20.83883, 9.70021, -18.18267], [20.99085, 9.89684, -16.40453], [20.19622, 8.89524, -15.72054], [20.80771, 11.30902, -16.10668], [22.77089, 9.51306, -16.35156], [24.19304, 9.21667, -17.84820], [23.03625, 7.88827, -17.88484], [22.21001, 9.61280, -19.78398], [22.63897, 10.84325, -18.64760], [20.45676, 8.69350, -18.36379], [20.33420, 10.49942, -18.72038], [22.90686, 8.74320, -15.59426], [23.30048, 10.44183, -16.16484], [17.25466, 5.57194, -20.80475], [18.35256, 5.89665, -21.84316], [17.69822, 5.58599, -23.20749], [18.45645, 6.06391, -24.43225], [18.95808, 7.49961, -24.26644], [19.62897, 7.83610, -22.92764], [18.72237, 7.29334, -21.87537], [19.14236, 7.81444, -20.62115], [21.03848, 7.24150, -22.88722], [19.69741, 9.35732, -22.75229], [19.50516, 4.89311, -21.57619], [16.80288, 4.60891, -21.03806], [16.40956, 6.24421, -21.00295], [17.61144, 5.73076, -19.78877], [17.56821, 4.50395, -23.23481], [16.74392, 6.12000, -23.17381], [17.88899, 5.97152, -25.36061], [19.32136, 5.41251, -24.62575], [18.03824, 8.10550, -24.23918], [19.48130, 7.87805, -25.14696], [21.14892, 6.31531, -23.45020], [21.75114, 7.94310, -23.33099], [21.33840, 7.05989, -21.85291], [18.66021, 9.68465, -22.87338], [20.05102, 9.67953, -21.77943], [20.26328, 9.76099, -23.59158], [19.16335, 3.86150, -21.51870], [19.95160, 5.17362, -20.61528], [20.29215, 4.96827, -22.32088], [19.39487, 7.03573, -20.08851]], "forces_ev_per_angstrom": [[0.07, 0.06, -0.45], [0.85, 1.07, -1.07], [-0.76, -0.10, 0.73], [1.19, 0.11, -0.61], [-0.90, 0.00, -0.59], [0.80, 0.89, -0.13], [0.23, -0.26, 0.31], [-0.69, -1.04, -0.03], [0.05, -0.30, -0.23], [-0.45, -0.05, 0.34], [0.66, -0.71, 0.08], [-0.11, 0.06, 0.14], [-0.22, 0.08, -0.03], [-0.86, -0.11, 0.70], [0.08, 0.32, 0.29], [-0.04, 0.00, 0.24], [-0.33, 1.47, -0.72], [-0.04, -1.65, -0.72], [0.04, 0.53, 0.07], [1.54, -0.24, -0.10], [-1.71, 0.77, 0.15], [0.27, -1.21, 0.14], [-0.39, 1.25, -0.31], [0.00, -0.76, 0.12], [0.56, 0.22, 0.11], [-1.03, -0.52, -0.62], [0.36, 0.89, 0.29], [0.57, -0.41, 0.45], [0.20, 0.32, 0.29], [-0.14, -0.49, 0.12], [-0.35, 0.02, -0.15], [-0.20, -0.31, -0.17], [-0.34, 0.13, 0.16], [0.01, -0.06, 0.24], [0.03, 0.05, -0.11], [0.47, -0.22, 0.16], [-0.16, -0.02, 0.04], [0.00, 0.05, 0.07], [0.08, 0.03, -0.05], [0.09, 0.33, 0.19], [0.27, -0.09, -0.07], [0.23, 0.19, 0.18], [-0.19, 0.04, 0.07], [0.09, -0.41, 0.06], [-0.08, -0.20, -0.10], [0.28, 0.27, 0.51]], "charge": -1, "multiplicity": 1, "e_lumo_ev": 2.86}



{"formula": "C13H27ClIN2OP2Y", "method": "the ωB97M-V functional and the def2-TZVPD basis", "symbols": ["C", "I", "H", "H", "H", "Y", "P", "C", "C", "H", "H", "H", "H", "H", "H", "C", "H", "H", "H", "P", "C", "C", "H", "H", "H", "C", "H", "H", "H", "H", "H", "H", "Cl", "N", "C", "O", "C", "C", "C", "C", "N", "C", "H", "H", "H", "H", "H", "H"], "positions_angstrom": [[-1.01752, -0.10094, -4.34888], [-3.07055, -0.10023, -2.87957], [-0.01289, -0.02369, -3.82788], [-1.16547, 0.69447, -5.09772], [-1.06954, -1.00005, -4.97893], [-0.43671, -0.10937, -1.58435], [0.18682, 2.57010, -1.14967], [-1.28830, 3.61256, -0.96951], [1.19586, 3.19104, 0.24482], [1.16188, 4.29578, 0.22451], [1.09629, 4.33820, -2.56314], [2.23334, 2.83112, 0.15717], [1.98101, 2.76942, -2.78026], [-1.75084, 3.42440, 0.01294], [0.79991, 2.82255, 1.20679], [0.99403, 3.24335, -2.65159], [-0.95496, 4.65971, -1.04294], [0.38381, 2.99764, -3.53871], [-2.01864, 3.37177, -1.75722], [0.17886, -2.73398, -0.83281], [-1.30546, -3.71950, -0.46960], [0.96617, -3.71353, -2.15301], [2.18226, -2.64507, 0.55784], [1.23942, -4.16922, 0.78489], [0.71504, -2.62660, 1.55061], [1.17943, -3.07755, 0.66298], [1.96537, -3.30796, -2.37828], [1.03404, -4.76716, -1.83349], [-0.97156, -4.76044, -0.35081], [-2.01487, -3.62874, -1.30433], [0.35705, -3.64118, -3.07038], [-1.79445, -3.36248, 0.44873], [2.05407, -0.09817, -1.42007], [1.11043, 0.75683, 5.35140], [1.31630, 0.76123, 4.00901], [2.38054, 1.17195, 3.55106], [0.19909, 0.30560, 3.12938], [-1.10288, 0.00475, 3.56028], [-2.05632, -0.35534, 2.60976], [-1.69658, -0.43364, 1.25953], [-0.46428, -0.07497, 0.81818], [0.47394, 0.23882, 1.75408], [1.87180, 0.95304, 5.97460], [0.32806, 0.28867, 5.75194], [-1.38452, 0.05063, 4.62703], [-3.09405, -0.57822, 2.88365], [-2.38453, -0.78527, 0.47293], [1.47013, 0.45968, 1.37906]], "forces_ev_per_angstrom": [[-0.72, -0.08, -0.59], [1.50, 0.01, -1.96], [-1.06, 0.05, -0.64], [-0.10, 0.25, 1.02], [-0.18, -0.21, 0.94], [1.81, -0.06, 1.91], [0.01, 0.81, 0.14], [-0.18, 0.10, -0.07], [0.24, -0.28, 0.06], [0.11, -0.51, 0.05], [0.01, -0.44, -0.12], [-0.34, 0.22, 0.02], [-0.32, 0.27, 0.08], [0.13, 0.18, -0.34], [0.09, 0.28, -0.41], [0.08, -0.16, -0.05], [-0.45, -0.25, 0.05], [0.20, 0.24, 0.30], [0.16, 0.30, 0.24], [-0.08, -0.67, 0.36], [-0.13, -0.07, -0.09], [0.13, 0.09, -0.20], [-0.19, -0.19, -0.01], [0.05, 0.35, 0.03], [0.02, -0.21, -0.24], [0.15, 0.30, -0.15], [-0.31, -0.23, 0.13], [0.06, 0.39, -0.23], [-0.45, 0.20, 0.04], [0.11, -0.25, 0.24], [0.21, -0.17, 0.32], [0.16, -0.22, -0.23], [-0.20, -0.03, -0.52], [-0.53, -0.32, -0.58], [1.98, 0.80, 1.00], [-1.26, -0.52, -0.34], [-0.69, -0.29, -0.88], [0.22, 0.13, 0.00], [-0.48, -0.36, -0.61], [0.52, 0.54, 0.42], [-0.19, -0.38, 1.15], [-0.61, 0.07, -0.33], [0.30, 0.17, -0.11], [-0.29, -0.16, 0.26], [0.12, 0.03, -0.77], [0.54, 0.01, 0.01], [-0.02, 0.23, 0.56], [-0.13, 0.04, 0.16]], "charge": 2, "multiplicity": 1, "e_lumo_ev": -8.66}



{"formula": "C13H27MoN3OS3", "method": "the ωB97M-V functional and the def2-TZVPD basis", "symbols": ["Mo", "C", "C", "S", "C", "C", "S", "C", "C", "S", "H", "H", "H", "H", "H", "H", "H", "H", "H", "H", "H", "H", "N", "H", "H", "H", "C", "C", "N", "C", "C", "N", "H", "H", "H", "H", "H", "H", "C", "C", "C", "O", "H", "H", "H", "H", "H", "H"], "positions_angstrom": [[0.06926, -0.02805, -0.53781], [0.59026, 1.82855, 2.50199], [0.06456, 2.80595, 1.47409], [0.43786, 2.38675, -0.27051], [2.23716, 2.68795, -0.50151], [3.15016, 1.61655, 0.05279], [2.65206, -0.09145, -0.42321], [2.90666, -1.02785, 1.13109], [2.11776, -0.56645, 2.34439], [0.39516, 0.04825, 2.06329], [1.64026, 2.01005, 2.73249], [0.02766, 1.96995, 3.43129], [-1.02354, 2.88275, 1.50999], [0.47266, 3.80375, 1.67029], [2.35046, 2.79985, -1.58491], [2.46936, 3.65445, -0.04421], [4.15386, 1.77085, -0.36161], [3.22376, 1.65185, 1.13879], [2.69616, -2.06565, 0.85519], [3.97716, -0.97195, 1.36499], [2.01296, -1.40405, 3.04159], [2.64306, 0.21845, 2.88959], [0.09696, 0.35685, -2.81721], [0.08006, -0.55065, -3.30711], [0.92186, 0.83425, -3.20821], [-0.71114, 0.86715, -3.20191], [-3.00474, 2.57395, -0.42431], [-3.11364, 1.10905, -0.53481], [-2.12524, 0.16915, -0.61371], [-2.78264, -1.03185, -0.74911], [-4.13234, -0.83325, -0.73711], [-4.30414, 0.50665, -0.60061], [-2.03514, 2.96355, -0.73521], [-3.22844, 2.91005, 0.59209], [-3.77674, 3.05005, -1.03331], [-2.27444, -1.97175, -0.85471], [-4.94414, -1.53065, -0.82031], [-5.21014, 0.96565, -0.55251], [0.03646, -3.84025, 0.79349], [0.11826, -3.08055, -0.46801], [0.22456, -3.75945, -1.77621], [0.08476, -1.81525, -0.45461], [0.03256, -4.91205, 0.61719], [-0.87704, -3.57015, 1.34069], [0.86036, -3.60685, 1.47599], [0.18526, -4.84185, -1.67961], [1.17696, -3.50025, -2.25881], [-0.56284, -3.44215, -2.47021]], "forces_ev_per_angstrom": [[-0.21, 4.51, -0.36], [-0.02, -0.02, 0.25], [-0.22, 0.00, -0.15], [0.38, 0.58, 0.39], [-0.19, -0.15, -0.17], [0.21, -0.12, -0.01], [-0.33, 0.17, 0.23], [0.11, -0.03, -0.33], [-0.16, -0.13, 0.23], [0.25, 0.38, -0.65], [-0.06, -0.15, -0.06], [0.06, -0.04, -0.05], [0.06, 0.01, -0.07], [-0.09, -0.05, -0.12], [-0.01, 0.06, 0.13], [-0.09, 0.00, -0.10], [-0.09, -0.08, 0.12], [0.00, -0.02, -0.05], [0.06, 0.14, 0.05], [-0.10, -0.09, -0.12], [0.03, 0.09, -0.03], [-0.13, 0.00, -0.02], [0.10, -0.08, 0.22], [0.01, 0.24, 0.12], [-0.19, -0.15, 0.19], [0.12, -0.10, 0.31], [-0.08, 0.55, 0.18], [0.28, 0.09, -0.04], [0.35, 0.68, 0.15], [-1.19, -0.98, -0.06], [0.82, -0.75, -0.07], [0.43, 0.15, 0.03], [-0.21, -0.06, -0.05], [0.12, -0.06, 0.07], [0.14, -0.02, -0.14], [-0.12, -0.02, -0.01], [-0.15, -0.08, -0.01], [0.13, 0.11, -0.04], [-0.04, 0.01, 0.07], [0.05, -1.88, 0.05], [-0.10, -0.09, -0.04], [-0.02, -3.10, -0.08], [0.03, 0.00, -0.06], [-0.05, 0.11, -0.07], [0.08, 0.12, -0.04], [-0.03, 0.03, 0.09], [0.06, 0.11, 0.08], [-0.04, 0.12, 0.06]], "charge": 4, "multiplicity": 3, "e_lumo_ev": [-15.96, -15.46]}